[1]
Below is a molecular structure, C5H24BKN10O5, with properties calculated with wB97M-V/def2-TZVPD.

Geometry as XYZ:
```
46
C5H24BKN10O5, DFT wB97M-V/def2-TZVPD
K 1.9674 -1.5839 -1.4635
B 0.0956 -7.2438 -0.1490
H 0.7962 -7.9795 -0.5123
H 0.1822 -7.2187 0.9262
H 0.2597 -6.3200 -0.6818
H -0.9348 -7.4977 -0.3444
C -3.7667 2.9759 -3.0472
O -4.7732 2.4479 -2.6206
N -2.5683 2.6220 -2.6575
N -3.7660 3.8891 -3.9452
H -2.5378 1.9008 -1.9511
H -1.8185 3.2826 -2.8040
H -4.6090 3.8875 -4.5015
H -2.8382 4.0387 -4.3152
C -3.4128 -2.4949 3.2687
O -2.8368 -1.7920 2.4797
N -4.2784 -2.1442 4.2431
N -3.2523 -3.7308 3.3440
H -4.7706 -2.8304 4.7973
H -4.6235 -1.1954 4.2693
H -3.8843 -4.2843 3.9047
H -2.6411 -4.2664 2.7442
C 2.0158 4.7357 1.7734
O 2.7193 3.9260 1.1373
N 1.5236 5.8284 1.3417
N 1.6327 4.6522 3.0187
H 1.4139 5.8909 0.3396
H 1.0552 6.5315 1.8951
H 1.8064 3.7485 3.4349
H 1.0977 5.3704 3.4858
C 4.1449 -0.8365 5.6342
O 4.0402 -1.2080 4.4825
N 3.1814 -0.5224 6.4115
N 5.2380 -0.6299 6.2808
H 2.2808 -0.7673 6.0256
H 3.3733 -0.4714 7.4018
H 6.0669 -1.1300 5.9929
H 5.2861 -0.2676 7.2224
C 0.9288 -0.2856 -7.9902
O 1.0847 -1.0942 -7.1012
N 1.8960 0.4116 -8.5377
N -0.1951 0.0219 -8.5160
H 2.7797 0.2916 -8.0636
H 1.7694 1.0764 -9.2875
H -0.9980 -0.4143 -8.0856
H -0.1303 0.6793 -9.2800
```

Results
Electronic energy   -47710.9540 eV
Lowest unoccupied orbital energy   -1.67 eV

[2]
Below is a molecular structure, C5H24NO8S, with properties calculated with wB97M-V/def2-TZVPD.

Geometry as XYZ:
```
39
C5H24NO8S, DFT wB97M-V/def2-TZVPD
C 1.5467 -1.4862 -1.7641
N 0.5690 -1.3021 -0.6551
C 1.0517 -0.9748 0.6568
C 0.0388 -1.5640 1.7293
S -1.3556 -0.4905 2.2326
C 0.9729 0.5815 0.6807
O 1.9060 1.2702 1.0258
C 0.8549 -1.1544 -3.0478
H 1.7696 -2.5700 -1.9009
H 2.3900 -0.8326 -1.5297
H -0.3063 -0.9422 -1.0050
H 2.0986 -1.2646 0.7728
H -0.1318 -2.6428 1.4690
H 0.5939 -1.7599 2.6610
H 0.0594 0.9555 0.2201
H 1.3574 -1.3089 -4.0051
H -0.0662 -1.7296 -3.1967
H 0.3507 -0.1650 -3.1006
H -0.1550 -3.2128 -1.4752
H -0.9167 -4.5243 -1.5600
O -0.0912 -4.1078 -1.8460
H -1.1998 2.4389 1.9623
H -1.9624 2.8618 0.7185
O -1.5416 3.2356 1.5166
H -3.1251 1.7008 -0.5151
H -2.2688 1.0961 0.5598
O -2.3182 1.8897 -0.0310
H 0.0328 3.0848 -1.7047
H -1.1453 2.0943 -1.6654
O -0.3429 2.3129 -2.1553
H -4.1644 -0.0542 0.9267
H -3.2623 -1.1445 0.3280
O -3.5898 -0.2379 0.1774
H 1.2751 2.9681 0.5008
H 0.0749 3.6525 0.6539
O 0.8210 3.6877 0.0133
H 3.8314 -0.9874 0.3647
H 3.3605 -2.2015 -0.2753
O 4.1812 -1.8502 0.1002
```

Results
Electronic energy   -34280.0440 eV
Lowest unoccupied orbital energy   2.68 eV
Total charge   -1

[3]
Below is 6 unconnected molecules or ions with the total composition C5H25N2O5, with properties calculated with wB97M-V/def2-TZVPD.

Geometry as XYZ:
```
37
C5H25N2O5, DFT wB97M-V/def2-TZVPD
N -0.3410 -0.7697 1.1107
C 0.2995 -0.0413 -0.0672
C 1.2922 0.9921 0.5172
C 0.8706 2.4533 0.3198
C 0.5135 2.8808 -1.1220
C 0.9643 -1.0792 -0.9939
N 0.1761 -2.3357 -0.9130
H -1.0009 -0.1552 1.5867
H -0.8928 -1.5924 0.8534
H 0.3934 -1.1632 1.7026
H -0.4823 0.6113 -0.4441
H 2.2639 0.7374 0.0538
H 1.5880 0.8637 1.5640
H 1.6757 3.0824 0.6925
H -0.0189 2.5317 0.9703
H 0.4714 3.9574 -1.1966
H -0.4601 2.4232 -1.3421
H 1.2142 2.4328 -1.8265
H 1.0739 -0.8004 -2.0357
H 1.9746 -1.2920 -0.6685
H -0.6017 -2.4358 -1.5511
H 0.7380 -3.1768 -0.9401
H 2.3844 -1.8359 3.5188
H 2.5689 -0.3487 3.4994
O 2.2712 -1.0796 2.9427
H -3.4520 -2.2189 0.7991
H -3.4090 -1.1439 -0.2626
O -3.2447 -1.2895 0.6812
H -3.2906 -0.9959 -2.8473
H -1.9061 -0.5635 -2.1376
O -2.6423 -1.1971 -2.1743
H 2.7345 0.3811 -3.3539
H 1.4494 1.0242 -4.0665
O 1.8226 0.6446 -3.2550
H -2.2501 -0.0185 4.2324
H -2.7692 0.4359 2.8432
O -1.9787 0.0816 3.3103
```

Results
Electronic energy   -18802.8794 eV
Lowest unoccupied orbital energy   -2.36 eV
Total charge   +1

[4]
Below is 7 unconnected molecules or ions with the total composition C5H25N2O7, with properties calculated with wB97M-V/def2-TZVPD.

Geometry as XYZ:
```
39
C5H25N2O7, DFT wB97M-V/def2-TZVPD
N 2.1532 -0.0012 0.9436
C 1.3437 0.1067 -0.2430
C 0.0309 -0.6708 -0.1305
N -0.7124 -0.6971 -1.4060
C -2.5770 0.9603 -1.1245
C -1.2921 0.5670 -1.8726
C -1.5632 0.4015 -3.3601
O -1.0113 1.4836 -4.1851
H 2.4540 -0.9540 1.1725
H 1.7478 0.3201 1.8142
H 1.9644 -0.4190 -0.9719
H 1.1054 1.0867 -0.6114
H -0.5518 -0.2186 0.6798
H 0.2193 -1.7188 0.0790
H -1.4378 -1.3992 -1.3079
H -1.3239 2.3484 -3.8891
H -2.7019 2.0318 -1.3007
H -2.3321 0.9529 -0.0566
H -0.6024 1.3612 -1.6841
H -2.6137 0.1959 -3.5809
H -0.9442 -0.3385 -3.8619
H -3.4176 0.2766 -1.1877
H -1.1672 -2.2751 1.7626
O -2.1344 -2.4499 1.4815
H -0.4019 -1.9133 3.5365
H -0.6381 0.1429 3.4980
O -0.1780 -1.4075 2.7433
H -1.4590 1.4655 3.5701
H -2.6313 -1.6523 1.6625
O -0.6915 1.0254 3.9443
H 2.5294 0.0198 -2.6697
H 1.4262 0.5170 -3.5696
O 2.3734 0.6125 -3.4031
H 3.1523 2.1513 1.0865
H 2.5111 1.9937 2.3511
O 3.0847 2.6400 1.9212
H 2.8528 -2.2243 3.0426
H 1.2801 -1.9529 2.7304
O 2.1543 -2.3687 2.3968
```

Results
Electronic energy   -22904.1283 eV
Lowest unoccupied orbital energy   2.77 eV
Total charge   -1